Record 1
A molecular structure, C23H61BCl2FO12PSi2, computed with ωB97M-V with the def2-TZVPD basis set.

The geometry in XYZ format:
```
103
Properties=species:S:1:pos:R:3:forces:R:3
C 6.429376 -2.014843 0.150509 -0.030 -0.105 -0.094
C 5.920008 -1.378235 -1.156494 0.106 -0.053 0.011
C 6.529196 -0.013030 -1.504258 -0.294 0.107 -0.073
C 6.513611 1.039417 -0.379023 -0.076 0.088 -0.278
C 5.452193 2.127063 -0.564721 -0.043 0.023 0.196
C 4.028005 1.597419 -0.681539 -0.161 0.150 -0.151
C 3.008582 2.666578 -1.089803 0.023 -0.106 0.382
C 2.600495 3.583892 0.081135 0.177 0.146 -0.252
C 1.284811 3.130469 0.719241 0.045 -0.011 0.186
C 1.175399 3.267210 2.251875 0.183 0.055 -0.172
C 0.557188 2.035887 2.923411 -0.068 0.189 0.149
C -0.970567 1.976090 2.933816 -0.031 -0.242 -0.140
C -1.590046 2.193170 1.549738 0.096 0.090 -0.054
C -3.024345 1.632880 1.411466 0.058 -0.234 0.295
Si -3.148174 0.365247 0.076325 0.145 0.405 0.208
F -4.430053 -0.570149 0.307930 0.098 -0.050 -0.075
C -3.448374 1.134271 -1.613499 -0.162 0.199 -0.091
C -2.668602 2.365919 -1.946780 -0.163 -0.437 0.026
O -3.110013 3.438109 -2.154877 -0.147 0.508 -0.017
Cl -0.894251 2.138271 -2.040801 0.234 -0.084 -0.047
O -1.789570 -0.561558 0.100228 -0.398 -0.105 -0.611
Si -1.343676 -1.725003 -0.985418 0.227 -0.261 0.491
O -1.139390 -1.105115 -2.514377 -0.024 -0.183 0.022
B -2.626024 -3.312282 -1.008542 -0.300 0.268 -0.197
O -3.053425 -3.800957 -2.219753 0.337 -0.676 0.377
O -3.066616 -3.881543 0.150523 0.057 -0.001 -0.059
C -2.301823 -5.021796 0.597949 0.008 0.115 -0.095
P 0.754320 -2.514421 -0.412977 0.166 -0.128 -0.150
O 1.628256 -1.823613 -1.642050 -0.063 0.054 0.002
Cl 1.188788 -1.252222 1.163632 -0.026 0.060 0.076
H 7.137660 -1.373705 0.675045 0.003 -0.015 0.000
H 6.934117 -2.961105 -0.046387 0.039 0.018 0.012
H 5.611625 -2.236136 0.836746 0.016 0.068 0.041
H 4.831797 -1.287671 -1.132606 0.013 0.001 0.105
H 6.141384 -2.063054 -1.978296 -0.093 0.055 -0.067
H 5.946764 0.398921 -2.336449 0.140 -0.061 -0.110
H 7.539041 -0.146546 -1.898178 0.064 -0.052 0.181
H 7.486462 1.534789 -0.360472 0.018 -0.051 0.247
H 6.349527 0.568050 0.592530 0.132 -0.008 0.004
H 5.511539 2.806156 0.291973 -0.003 0.076 -0.073
H 5.685487 2.730436 -1.449515 0.008 -0.092 -0.042
H 4.000073 0.793967 -1.423590 0.028 -0.052 0.077
H 3.700002 1.178350 0.277967 0.095 -0.178 -0.053
H 3.400923 3.255461 -1.923333 -0.016 -0.094 -0.065
H 2.110406 2.138210 -1.427470 -0.027 0.210 -0.237
H 2.507582 4.601151 -0.300580 -0.087 0.069 0.201
H 3.401252 3.605005 0.827810 -0.006 -0.064 -0.020
H 0.468061 3.676975 0.245052 -0.019 -0.154 -0.102
H 1.155785 2.070206 0.475197 -0.049 0.029 -0.014
H 2.180956 3.408764 2.658776 -0.010 -0.012 0.000
H 0.617254 4.172783 2.509343 -0.009 -0.033 0.077
H 0.919769 1.965093 3.952385 -0.057 -0.002 0.020
H 0.924089 1.145882 2.405119 0.048 0.023 0.041
H -1.392097 2.678758 3.659054 0.019 0.051 -0.044
H -1.253393 0.972524 3.270524 -0.029 0.038 0.073
H -0.927976 1.714355 0.826488 -0.047 -0.025 -0.001
H -1.573740 3.255248 1.296611 -0.036 -0.001 -0.010
H -3.778164 2.412227 1.280077 0.025 0.014 -0.048
H -3.292559 1.113752 2.339865 -0.082 0.041 -0.020
H -3.359567 0.412193 -2.429665 0.166 -0.074 0.102
H -4.492395 1.462189 -1.602835 -0.016 -0.080 -0.028
H -0.322954 -1.393676 -2.938494 0.027 0.162 -0.058
H -2.382293 -3.751181 -2.906140 -0.230 0.486 -0.249
H -2.978650 -5.828514 0.868462 -0.052 0.086 0.125
H -1.635120 -5.392639 -0.185643 -0.040 -0.009 -0.007
H -1.689341 -4.721284 1.443281 -0.072 -0.114 0.090
H 1.519027 -0.863194 -1.692420 0.052 0.021 -0.001
C -4.690044 -4.820340 3.721105 0.040 0.049 -0.165
O -5.379866 -5.463570 2.658785 0.005 0.006 0.036
H -4.551627 -5.552282 4.514238 -0.021 -0.033 -0.019
H -3.707270 -4.466690 3.395342 0.021 0.018 0.067
H -5.257820 -3.974380 4.117981 0.009 -0.002 0.032
H -5.493720 -4.824466 1.948252 0.038 -0.029 -0.017
C -5.382265 0.715962 -4.996233 0.028 -0.044 0.031
O -5.158176 -0.438059 -4.195859 0.095 0.057 -0.001
H -6.209646 1.258394 -4.544864 -0.004 0.007 -0.003
H -4.507262 1.372259 -5.019898 -0.007 0.018 0.002
H -5.655808 0.451136 -6.020592 -0.012 0.014 -0.003
H -4.431910 -0.936551 -4.581557 -0.042 -0.047 0.010
C 1.070896 7.052741 -2.014740 -0.051 -0.147 -0.026
O 0.608362 5.849717 -1.410482 0.025 0.043 -0.043
H 1.093920 7.812155 -1.236957 -0.004 0.009 0.000
H 2.080967 6.935119 -2.418778 0.013 0.046 0.006
H 0.404733 7.383770 -2.814778 0.028 0.070 0.000
H 0.578469 5.166086 -2.086708 -0.079 -0.040 0.057
C -1.180368 7.750178 -5.689526 0.054 0.001 0.018
O 0.215766 7.963508 -5.521284 -0.050 -0.066 0.007
H -1.658026 8.725226 -5.631485 -0.009 0.001 -0.001
H -1.408228 7.306874 -6.662352 -0.015 0.010 -0.005
H -1.592505 7.112771 -4.902225 -0.015 0.008 0.004
H 0.655498 7.110396 -5.573168 0.035 0.035 -0.014
C -1.249456 -7.766806 2.949774 0.113 0.055 -0.041
O -0.560406 -6.646742 2.392841 0.024 -0.084 -0.003
H -2.262775 -7.440526 3.171165 -0.005 0.001 0.006
H -1.291556 -8.598686 2.241561 -0.033 -0.007 0.007
H -0.785599 -8.099863 3.878647 -0.053 -0.023 0.025
H 0.341030 -6.914826 2.194827 -0.003 0.015 0.023
C -1.535661 -6.632579 6.849753 -0.023 -0.043 -0.031
O -1.907052 -7.855484 6.227312 -0.012 -0.004 0.053
H -1.013390 -6.042928 6.099232 0.000 0.009 0.000
H -2.408757 -6.069787 7.190409 0.005 0.018 -0.005
H -0.864119 -6.795699 7.696636 0.013 0.014 -0.003
H -2.373938 -8.395892 6.870529 0.004 0.003 -0.016
```
Forces are in eV/Å.

Results
LUMO ... -0.069 eV
E_HOMO ... -8.76 eV
Charge ... 0
Frontier orbital gap ... 8.7 eV
Maximum force ... 0.016 Eh/bohr


Record 2
11 unconnected molecules or ions with the total composition C23H61N7O22 at a distorted geometry, computed with ωB97M-V with the def2-TZVPD basis set.

The geometry in XYZ format:
```
113
Properties=species:S:1:pos:R:3:forces:R:3
C -26.320024 -14.816605 -10.833515 -0.613 -0.391 0.288
N -24.891697 -15.128603 -11.119630 -1.037 -0.409 -0.510
O -24.620413 -16.135367 -11.730985 -0.374 -0.510 -0.271
O -24.090982 -14.358992 -10.702571 1.504 1.477 0.844
H -26.610315 -15.517239 -10.050608 -0.056 -0.065 -0.115
H -26.927633 -14.999416 -11.719795 0.243 0.014 0.071
H -26.438310 -13.807798 -10.438035 0.355 -0.119 -0.305
C -14.245588 -12.676076 -16.775604 0.561 -1.529 0.391
N -15.282711 -12.958887 -17.802250 -0.924 0.069 -1.285
O -15.220569 -13.980895 -18.497219 0.465 1.209 1.278
O -16.170323 -12.132095 -17.913581 0.245 -0.164 0.123
H -14.637522 -12.128252 -15.918651 -0.214 0.037 -0.481
H -13.352401 -12.216650 -17.198991 -0.411 0.176 -0.300
H -13.963867 -13.687481 -16.482717 0.225 0.178 0.333
C -15.905866 -18.430649 -15.451810 -0.072 -1.525 -0.156
N -15.005194 -19.605965 -15.869374 0.617 -1.190 0.365
O -15.253602 -20.744582 -15.402955 0.435 2.608 -1.112
O -14.059820 -19.340511 -16.620177 -1.597 -0.453 1.161
H -15.248280 -17.648881 -15.071631 -0.309 0.007 -0.377
H -16.608418 -18.819865 -14.714915 0.405 0.051 0.192
H -16.518505 -18.221374 -16.328731 0.493 0.530 -0.077
C -21.503055 -21.125518 -19.342247 -0.345 -1.438 -0.619
N -20.695793 -20.277821 -18.461106 0.292 0.174 0.391
O -20.679995 -20.539531 -17.274648 -0.278 0.038 -0.045
O -20.028943 -19.414433 -18.982163 0.060 0.463 -0.200
H -21.528961 -22.103982 -18.862636 0.020 0.070 -0.133
H -21.015260 -21.185062 -20.315180 0.027 0.122 0.219
H -22.538641 -20.822730 -19.497096 0.233 0.597 0.406
C -20.660705 -14.255972 -20.253594 0.121 0.133 -0.408
N -20.211312 -13.484461 -21.486125 -0.267 -0.640 -0.695
O -21.042377 -12.714050 -21.976759 1.490 -0.764 0.592
O -19.132655 -13.828707 -21.983804 -1.654 0.966 0.762
H -19.789567 -14.498645 -19.645053 -0.140 0.163 -0.150
H -21.099325 -15.164976 -20.665207 0.134 -0.018 0.046
H -21.444330 -13.710398 -19.727872 0.342 0.162 -0.152
C -8.622082 -14.858555 -8.567119 0.490 -0.244 0.789
N -9.381644 -13.580651 -8.322076 -0.123 -0.185 -1.203
O -10.531533 -13.546226 -8.716468 0.162 -0.024 0.339
O -8.784372 -12.661331 -7.801050 -0.129 -0.394 0.089
H -8.881280 -15.521923 -7.741979 0.114 0.174 0.178
H -7.565297 -14.595546 -8.520841 -0.190 -0.131 -0.027
H -8.872848 -15.425736 -9.463517 -0.341 0.817 -0.172
C -7.626920 -12.181908 -14.441098 0.204 -0.800 0.164
N -8.646485 -12.219190 -13.326447 -1.701 0.833 -0.003
O -9.638567 -12.946346 -13.450254 1.558 0.546 -0.081
O -8.501800 -11.433597 -12.396735 0.359 -0.805 -0.816
H -7.813809 -13.029333 -15.100694 0.017 -0.020 0.321
H -6.660349 -12.253946 -13.942466 -0.067 0.042 -0.195
H -7.666840 -11.283231 -15.056639 -0.379 0.211 0.601
C -18.261183 -23.127565 -8.069794 0.462 -0.426 -0.258
O -18.887409 -22.590898 -9.201674 -0.077 -1.295 -0.471
C -18.753257 -21.234027 -9.392801 -1.119 0.554 -1.303
C -19.616087 -20.809801 -10.706849 -0.391 -0.992 2.294
O -20.895847 -21.471864 -10.656287 -0.057 0.058 -0.198
C -21.924301 -20.844721 -11.442503 1.089 0.764 0.585
H -17.189726 -23.234349 -8.239167 0.384 0.512 0.176
H -18.562083 -24.165982 -7.931048 -0.574 0.146 -0.080
H -18.473506 -22.560425 -7.163495 0.031 0.140 0.110
H -17.732862 -20.873053 -9.521589 0.481 -0.254 -0.418
H -19.056530 -20.766853 -8.455857 -0.712 0.677 -0.119
H -19.148631 -21.098090 -11.648384 0.435 0.195 0.127
H -19.728501 -19.732869 -10.581684 -0.076 0.265 -0.471
H -21.579983 -20.590736 -12.445020 0.125 -0.205 -0.229
H -22.140822 -19.898421 -10.946793 -0.394 0.233 -0.070
H -22.843066 -21.426032 -11.520271 0.394 -0.362 0.320
C -19.491365 -14.722225 -7.536572 -0.287 0.777 -0.333
O -19.516165 -13.863534 -6.394198 0.340 -2.764 1.198
C -20.309273 -12.759862 -6.557332 -1.035 1.763 -1.814
C -20.478213 -11.851158 -5.333294 0.668 -2.201 -0.406
O -19.301997 -11.156651 -5.123018 0.412 0.695 0.910
C -18.906328 -10.160085 -6.061735 0.432 -1.052 0.586
H -19.139589 -15.735084 -7.340456 0.316 0.380 0.556
H -18.901690 -14.250663 -8.322719 0.499 -0.039 -0.071
H -20.460470 -14.847862 -8.019446 -0.530 0.118 0.372
H -21.297915 -12.976096 -6.962222 -0.359 -0.533 0.031
H -19.783395 -12.271884 -7.377965 -0.400 1.208 -0.245
H -20.618102 -12.587835 -4.542198 0.559 0.031 0.578
H -21.407878 -11.295899 -5.208712 -0.021 0.624 -1.006
H -18.316187 -10.589012 -6.871590 -0.269 -0.260 -0.375
H -18.155056 -9.614322 -5.490918 -0.518 0.794 -0.176
H -19.769083 -9.631115 -6.466647 0.191 0.456 0.173
C -15.030659 -8.422028 -12.915021 -0.090 -0.383 0.643
O -13.754427 -7.785955 -12.936337 -0.918 0.043 0.449
C -12.639161 -8.630686 -13.143675 0.886 0.998 -0.045
C -11.370864 -7.683590 -13.191329 -1.489 -0.557 2.293
O -11.199859 -6.940460 -11.899708 -0.785 -0.169 -2.003
C -10.965251 -7.647534 -10.704437 0.999 -0.114 0.186
H -15.843493 -7.796058 -12.546846 0.442 1.090 -0.625
H -15.162213 -9.176235 -12.139151 0.916 -0.733 0.022
H -15.328653 -8.862849 -13.866321 0.186 0.061 -0.223
H -12.751836 -9.071211 -14.134294 0.248 -0.484 -0.125
H -12.534258 -9.395470 -12.374131 -0.195 -0.157 0.040
H -11.669799 -7.026348 -14.007863 0.610 0.775 0.512
H -10.436324 -8.198036 -13.415125 -0.129 -0.253 -0.095
H -9.899321 -7.827919 -10.565245 0.356 -0.531 -0.429
H -11.492285 -8.589518 -10.552698 -0.251 0.039 -0.296
H -11.131401 -7.011512 -9.834974 -0.777 0.337 -0.304
C -15.578523 -14.487296 -11.903586 0.873 -0.557 -0.450
O -16.294583 -13.749967 -12.900305 -0.455 -0.195 1.226
C -17.654480 -13.521594 -12.534265 -0.846 -0.456 -0.251
C -18.546368 -14.737636 -12.823088 0.219 0.403 0.659
O -18.560663 -14.948169 -14.181992 0.599 -0.102 -2.416
C -19.660340 -15.665530 -14.738413 -0.058 0.303 1.699
H -15.992845 -15.419107 -11.518651 -0.988 -0.044 -0.378
H -15.278379 -13.970206 -10.992198 -0.211 0.824 -0.184
H -14.668781 -14.847106 -12.384230 0.146 0.352 -0.104
H -18.113373 -12.713237 -13.103540 0.680 0.201 -0.387
H -17.780915 -13.222134 -11.493864 0.330 -0.157 0.333
H -19.568051 -14.556887 -12.489028 -0.131 0.171 0.492
H -18.127661 -15.587920 -12.284776 -0.155 -0.456 0.106
H -19.862271 -16.469806 -14.030979 -0.207 -0.615 -0.405
H -19.486950 -16.020964 -15.754148 0.414 0.121 0.253
H -20.550732 -15.037212 -14.715163 -0.171 0.186 -0.221
```
Forces are in eV/Å.

Results
LUMO ... -0.194 eV
SMILES ... C[N+](=O)[O-].C[N+](=O)[O-].C[N+](=O)[O-].C[N+](=O)[O-].C[N+](=O)[O-].C[N+](=O)[O-].C[N+](=O)[O-].COCCOC.COCCOC.COCCOC.COCCOC
E_HOMO ... -9.41 eV
Charge ... 0
Frontier orbital gap ... 9.2 eV
Maximum force ... 0.059 Eh/bohr